--- P ---
Entry from the Open Molecules 2025 dataset: a structure of composition C2H4Cl4Si (ωB97M-V/def2-TZVPD).

Output
- LUMO level (eV) = 0.0841
- E_HOMO (eV) = -10.57

The geometry in XYZ format:
```
11
C2H4Cl4Si, DFT ωB97M-V/def2-TZVPD
Cl -2.029 0.668 0.167
Cl 0.889 2.507 0.035
Cl 2.340 -0.199 -1.115
Cl 0.158 0.838 -3.254
C -0.143 -0.635 1.228
C -0.691 -0.406 -0.079
Si 0.534 0.674 -1.132
H -0.111 0.249 1.861
H 0.836 -1.014 1.229
H -0.806 -1.411 1.683
H -0.976 -1.270 -0.623
```


--- Q ---
Entry from the Open Molecules 2025 dataset: the molecule C2H4Cl4Si (ωB97M-V/def2-TZVPD).

Output
- LUMO level (eV) = 0.4820
- E_HOMO (eV) = -10.84

The geometry in XYZ format:
```
11
C2H4Cl4Si, DFT ωB97M-V/def2-TZVPD
C 0.412 0.985 -0.920
C 0.314 0.493 0.490
Cl 1.953 0.226 1.157
Si -0.663 -1.121 0.549
Cl -2.360 -1.053 -0.669
Cl 0.528 -2.568 -0.312
Cl -1.320 -1.715 2.453
H 0.829 0.286 -1.647
H -0.534 1.343 -1.266
H 1.056 1.873 -0.946
H -0.215 1.251 1.111
```


Pick Q: it beats the second-best structure by 78.1 kJ/mol.


--- P ---
Entry from the Open Molecules 2025 dataset: a cluster of 2 separate species, C3H7PS2 in total (ωB97M-V/def2-TZVPD).

Output
- LUMO level (alpha / beta) (eV) = -0.2120 / -2.7685
- E_HOMO (alpha / beta) (eV) = -8.71 / -7.64

The geometry in XYZ format:
```
13
C3H7PS2, DFT ωB97M-V/def2-TZVPD
C -1.760 0.764 -1.042
C -2.168 -0.241 -0.357
C 1.623 0.118 1.098
P -1.002 -1.356 0.707
S 1.365 1.108 -2.496
S 0.027 -0.216 1.994
H 2.289 0.231 -2.681
H -1.048 1.345 -1.494
H -3.131 -0.623 -0.417
H 2.088 -0.807 0.896
H 2.097 0.694 1.886
H 1.504 0.635 0.190
H -1.885 -1.654 1.716
```


--- Q ---
Entry from the Open Molecules 2025 dataset: a cluster of 2 separate species, C3H7PS2 in total (ωB97M-V/def2-TZVPD).

Output
- LUMO level (alpha / beta) (eV) = -0.3400 / -0.0691
- E_HOMO (alpha / beta) (eV) = -7.41 / -7.21

The geometry in XYZ format:
```
13
C3H7PS2, DFT ωB97M-V/def2-TZVPD
C 2.547 -2.152 -0.885
C 1.763 -0.999 -0.510
C -2.077 0.855 0.785
P -0.754 -1.787 0.360
S 3.018 -1.303 0.633
S -1.922 -0.317 -0.560
H 2.294 -3.233 -0.805
H 3.264 -2.098 -1.706
H 1.350 -0.127 -0.895
H -1.570 1.854 0.527
H -1.606 0.338 1.617
H -3.101 1.145 1.103
H -0.689 -2.465 -0.832
```


--- R ---
Entry from the Open Molecules 2025 dataset: the molecule C3H7PS2 (ωB97M-V/def2-TZVPD).

Output
- LUMO level (eV) = -1.6690
- E_HOMO (eV) = -8.73

The geometry in XYZ format:
```
13
C3H7PS2, DFT ωB97M-V/def2-TZVPD
C 0.385 -1.009 -0.151
C -1.377 -0.082 1.816
C 1.080 -0.990 -1.393
P -0.228 0.488 0.463
S 0.282 2.449 0.633
S 1.305 0.545 -2.442
H -0.853 0.225 2.716
H -1.793 -1.163 1.647
H -2.206 0.669 1.911
H 0.739 -1.871 -2.135
H 2.071 -1.191 -0.908
H -1.095 0.516 -0.735
H 1.689 1.414 -1.421
```


Pick Q: it beats the second-best structure by 99.1 kJ/mol.


--- P ---
Entry from the Open Molecules 2025 dataset: a structure of composition C31H29BFN8O6OsS3 (ωB97M-V/def2-TZVPD).

Output
- charge = +1
- LUMO level (alpha / beta) (eV) = -3.0801 / -5.0339
- E_HOMO (alpha / beta) (eV) = -10.72 / -11.01
- multiplicity = 5

The geometry in XYZ format:
```
80
C31H29BFN8O6OsS3, DFT ωB97M-V/def2-TZVPD
Os -1.173 0.371 0.693
C 1.362 -3.509 1.353
N 1.301 -2.579 2.443
C 1.096 -2.867 3.755
C 1.118 -1.683 4.435
N 1.325 -0.676 3.550
B 1.792 0.753 3.936
N 0.771 1.892 3.639
C 1.179 3.176 3.836
C 0.098 3.995 3.754
N -0.983 3.204 3.498
C -2.343 3.654 3.382
C -0.541 1.928 3.407
S -1.578 0.599 3.000
C 1.414 -1.237 2.337
S 1.616 -0.395 0.878
H 1.468 -4.516 1.747
H 2.210 -3.273 0.712
H 0.448 -3.440 0.763
H 0.964 -3.868 4.115
H 1.011 -1.488 5.482
H 1.941 0.762 5.113
H 2.772 1.001 3.317
H 2.209 3.404 4.019
H 0.009 5.057 3.862
H -2.426 4.426 2.617
H -2.689 4.047 4.340
H -2.970 2.812 3.099
O -1.218 -2.022 1.556
C -2.312 -2.077 0.954
O -2.708 -1.031 0.343
C -3.142 -3.298 0.900
C -3.164 -4.226 1.939
C -4.012 -5.316 1.863
C -4.820 -5.502 0.752
C -4.755 -4.610 -0.306
C -3.931 -3.505 -0.229
H -2.543 -4.073 2.808
H -4.050 -6.023 2.675
H -5.504 -6.335 0.709
H -5.351 -4.766 -1.192
H -3.877 -2.790 -1.036
F 4.067 3.790 2.084
C 3.383 3.476 0.972
C 2.249 4.142 0.689
N 1.501 3.876 -0.422
C 0.099 4.230 -0.430
C -0.679 3.034 0.148
O -1.900 2.944 0.080
O 0.047 2.131 0.680
C 1.853 2.839 -1.274
O 1.153 2.499 -2.204
N 3.054 2.241 -1.002
C 3.866 2.387 0.129
O 4.814 1.673 0.307
H 1.892 4.924 1.341
H -0.237 4.393 -1.458
H -0.067 5.131 0.160
H 3.321 1.485 -1.625
S -0.519 0.368 -5.902
C -0.660 0.341 -4.168
C -1.714 1.033 -3.559
C -1.829 1.022 -2.187
N -0.972 0.369 -1.391
C 0.025 -0.302 -1.972
C 0.222 -0.343 -3.331
C 0.918 -0.681 -6.155
C 0.742 -1.990 -6.571
C 1.882 -2.765 -6.754
N 3.096 -2.300 -6.544
C 3.262 -1.052 -6.155
C 2.196 -0.184 -5.949
H -2.431 1.567 -4.160
H -2.624 1.568 -1.695
H 0.716 -0.822 -1.320
H 1.048 -0.917 -3.718
H -0.244 -2.392 -6.736
H 1.818 -3.793 -7.082
H 4.285 -0.732 -6.010
H 2.357 0.834 -5.632
```


--- Q ---
Entry from the Open Molecules 2025 dataset: a structure of composition C31H29BFN8O6OsS3 (ωB97M-V/def2-TZVPD).

Output
- charge = +1
- LUMO level (alpha / beta) (eV) = -2.9327 / -4.7685
- E_HOMO (alpha / beta) (eV) = -10.96 / -11.53
- multiplicity = 5

The geometry in XYZ format:
```
80
C31H29BFN8O6OsS3, DFT ωB97M-V/def2-TZVPD
Os -0.242 0.096 0.434
C -4.259 -1.040 -2.411
N -3.597 0.256 -2.421
C -2.540 0.596 -3.180
C -2.210 1.899 -2.847
N -3.050 2.320 -1.894
B -3.038 3.741 -1.239
N -2.727 3.611 0.301
C -3.489 4.226 1.261
C -2.897 4.040 2.465
N -1.760 3.304 2.237
C -0.725 3.020 3.210
C -1.669 3.061 0.915
S -0.286 2.369 0.114
C -3.936 1.322 -1.615
S -5.208 1.376 -0.565
H -3.949 -1.583 -3.298
H -5.336 -0.885 -2.414
H -3.981 -1.579 -1.506
H -2.088 -0.083 -3.878
H -1.424 2.526 -3.228
H -4.130 4.213 -1.329
H -2.181 4.379 -1.779
H -4.406 4.723 1.002
H -3.180 4.353 3.454
H -1.151 3.058 4.210
H 0.079 3.752 3.132
H -0.321 2.029 3.018
O -0.531 -1.474 -2.280
C -0.594 -2.237 -1.327
O -0.732 -1.799 -0.097
C -0.479 -3.717 -1.450
C -0.691 -4.311 -2.692
C -0.571 -5.683 -2.829
C -0.217 -6.459 -1.733
C 0.012 -5.867 -0.499
C -0.127 -4.497 -0.353
H -0.947 -3.683 -3.535
H -0.750 -6.150 -3.788
H -0.118 -7.531 -1.843
H 0.296 -6.477 0.348
H 0.044 -4.026 0.605
F -2.456 0.176 6.915
C -1.733 -0.129 5.847
C -2.248 -0.814 4.822
N -1.496 -1.125 3.701
C -2.120 -1.844 2.595
C -2.742 -0.943 1.525
O -3.784 -1.251 1.010
O -2.065 0.158 1.238
C -0.211 -0.700 3.578
O 0.462 -0.856 2.551
N 0.323 -0.085 4.674
C -0.348 0.338 5.832
O 0.194 1.014 6.663
H -3.272 -1.159 4.819
H -2.888 -2.499 2.998
H -1.360 -2.452 2.104
H 1.291 0.201 4.597
S 6.321 -0.304 -0.780
C 4.563 -0.162 -0.540
C 4.015 0.925 0.128
C 2.649 0.992 0.304
N 1.812 0.036 -0.137
C 2.343 -1.019 -0.774
C 3.700 -1.149 -0.997
C 6.445 0.858 -2.132
C 6.785 2.182 -1.896
C 6.872 3.040 -2.984
N 6.648 2.660 -4.236
C 6.338 1.387 -4.450
C 6.226 0.444 -3.437
H 4.643 1.716 0.510
H 2.190 1.830 0.809
H 1.659 -1.770 -1.134
H 4.074 -2.017 -1.519
H 6.991 2.536 -0.896
H 7.136 4.081 -2.836
H 6.172 1.099 -5.481
H 5.982 -0.584 -3.666
```


Pick Q: it beats the second-best structure by 23.8 kJ/mol.


--- P ---
Entry from the Open Molecules 2025 dataset: the ion C6H5BrNO2 with charge -1 (ωB97M-V/def2-TZVPD).

Output
- charge = -1
- LUMO level (eV) = 3.0306
- E_HOMO (eV) = -4.62

The geometry in XYZ format:
```
15
C6H5BrNO2, DFT ωB97M-V/def2-TZVPD
C -0.014 0.677 -1.081
C 0.062 0.303 0.301
C 0.118 -0.817 0.906
N 0.144 -2.198 0.472
C 0.398 -2.719 1.649
C -0.001 -4.182 2.207
O -1.132 -4.136 2.664
O 0.799 -5.060 2.087
C 0.365 -1.053 2.363
Br 1.841 -0.299 3.294
H -0.570 -0.012 -1.668
H 0.993 0.687 -1.376
H -0.434 1.579 -1.266
H 0.328 1.175 0.998
H -0.431 -1.147 3.005
```


--- Q ---
Entry from the Open Molecules 2025 dataset: a cluster of 2 separate species, C6H5BrNO2 in total (ωB97M-V/def2-TZVPD).

Output
- charge = -1
- LUMO level (alpha / beta) (eV) = 2.4008 / 2.4002
- E_HOMO (alpha / beta) (eV) = -4.65 / -4.65

The geometry in XYZ format:
```
15
C6H5BrNO2, DFT ωB97M-V/def2-TZVPD
C 0.986 -1.091 -0.082
C 2.325 -1.031 0.003
C 0.078 0.038 -0.098
C 3.135 0.180 0.039
C -3.721 0.536 0.115
C 0.439 1.288 -0.055
N 2.802 1.381 0.032
O -3.992 1.640 -0.160
O -2.955 -0.289 0.448
Br -5.800 -0.666 -0.070
H 0.511 -2.063 -0.124
H 2.882 -1.959 0.033
H -0.984 -0.218 -0.119
H 4.219 -0.029 0.072
H 0.076 2.283 -0.034
```


Pick P: it beats the second-best structure by 15.7 kJ/mol.


--- P ---
Entry from the Open Molecules 2025 dataset: a cluster of 2 separate species, C6H17NSi in total (ωB97M-V/def2-TZVPD).

Output
- LUMO level (alpha / beta) (eV) = -0.0794 / 0.7029
- E_HOMO (alpha / beta) (eV) = -7.26 / -8.12

The geometry in XYZ format:
```
25
C6H17NSi, DFT ωB97M-V/def2-TZVPD
C -2.125 0.412 0.757
C -0.289 0.841 -2.217
C 1.263 1.728 -0.318
C 1.615 -0.568 -1.369
C -1.156 -0.677 0.340
C 0.697 0.622 -1.164
N 0.701 -1.142 2.700
Si -0.502 -1.774 1.643
H -1.846 1.202 1.501
H -3.069 0.045 1.056
H -2.486 0.992 -0.122
H -0.053 1.596 -3.003
H -1.117 1.368 -1.738
H -0.766 -0.013 -2.667
H 1.746 1.273 0.605
H 0.372 2.486 -0.158
H 1.850 2.401 -0.963
H 2.053 -0.300 -2.320
H 2.485 -0.706 -0.776
H 1.078 -1.400 -1.524
H -1.224 -1.120 -0.558
H 1.071 -0.198 2.839
H 0.817 -1.817 3.463
H -1.406 -2.443 2.660
H 0.190 -3.063 1.168
```


--- Q ---
Entry from the Open Molecules 2025 dataset: a cluster of 2 separate species, C6H17NSi in total (ωB97M-V/def2-TZVPD).

Output
- LUMO level (alpha / beta) (eV) = -0.5945 / 0.1690
- E_HOMO (alpha / beta) (eV) = -8.73 / -7.55

The geometry in XYZ format:
```
25
C6H17NSi, DFT ωB97M-V/def2-TZVPD
C -1.686 -0.030 -0.702
C -1.374 -1.808 0.991
C -1.420 0.537 1.650
C 1.392 2.423 -0.236
C 2.337 -1.763 -2.595
C -0.902 -0.402 0.578
N 1.392 1.383 0.707
Si 1.007 -0.234 0.344
H -2.757 -0.338 -0.589
H -1.658 0.966 -1.139
H -1.359 -0.628 -1.523
H -1.066 -1.983 2.051
H -0.710 -2.587 0.429
H -2.443 -1.839 0.792
H -1.074 0.147 2.641
H -1.022 1.471 1.433
H -2.531 0.679 1.642
H 0.716 3.288 0.056
H 2.314 2.946 -0.535
H 0.982 2.030 -1.204
H 1.549 -1.312 -3.256
H 3.207 -1.101 -2.692
H 2.033 -2.481 -1.829
H 1.714 1.710 1.590
H 1.361 -1.073 1.398
```


Pick P: it beats the second-best structure by 33.4 kJ/mol.